(1)
DFT (ωB97M-V/def2-TZVPD) results for a molecular structure, C44H28N4Rh.

ORCA input file:
```
! wB97M-V def2-TZVPD RIJCOSX def2/J DEFGRID3
* xyz 1 5
Rh 0.36 -0.07 0.32
C 1.58 4.53 -5.25
C 1.44 3.23 -5.71
C 0.90 2.25 -4.90
C 0.48 2.54 -3.59
C 0.61 3.87 -3.15
C 1.14 4.85 -3.97
C 0.01 1.54 -2.65
C -0.85 1.92 -1.59
C -1.86 2.93 -1.68
C -2.53 2.93 -0.49
C -1.91 1.96 0.34
C -2.15 1.82 1.70
C -3.30 2.55 2.28
C -3.10 3.57 3.21
C -4.18 4.24 3.75
C -5.47 3.89 3.39
C -5.68 2.87 2.47
C -4.60 2.21 1.91
C -1.34 1.05 2.56
N -0.23 0.31 2.18
C 0.30 -0.22 3.32
C 1.40 -1.13 3.41
C 1.94 -1.41 4.76
C 2.56 -0.38 5.47
C 3.07 -0.61 6.73
C 2.95 -1.86 7.32
C 2.32 -2.89 6.63
C 1.82 -2.67 5.35
C 1.92 -1.78 2.31
C 2.89 -2.84 2.34
C 3.02 -3.30 1.08
C 2.19 -2.50 0.24
N 1.54 -1.56 1.00
C 2.04 -2.66 -1.13
C 1.35 -1.75 -1.94
C 1.19 -1.87 -3.33
C 0.62 -0.69 -3.78
C 0.46 0.15 -2.68
N 0.86 -0.51 -1.54
C 2.66 -3.85 -1.78
C 1.91 -5.02 -1.90
C 2.47 -6.14 -2.49
C 3.78 -6.11 -2.95
C 4.53 -4.95 -2.83
C 3.97 -3.82 -2.25
C -0.47 0.17 4.43
C -1.51 0.95 3.95
N -0.89 1.34 -0.36
H 2.02 5.29 -5.88
H 1.75 2.98 -6.72
H 0.77 1.26 -5.31
H 0.32 4.14 -2.14
H 1.24 5.86 -3.60
H -2.05 3.52 -2.56
H -3.35 3.55 -0.19
H -2.09 3.85 3.48
H -4.01 5.05 4.45
H -6.32 4.41 3.82
H -6.69 2.59 2.19
H -4.76 1.41 1.19
H 2.65 0.60 5.01
H 3.56 0.20 7.26
H 3.34 -2.04 8.31
H 2.21 -3.86 7.09
H 1.32 -3.47 4.82
H 3.38 -3.19 3.23
H 3.65 -4.10 0.73
H 1.48 -2.73 -3.91
H 0.32 -0.48 -4.79
H 0.89 -5.04 -1.54
H 1.89 -7.05 -2.58
H 4.22 -6.99 -3.40
H 5.55 -4.92 -3.19
H 4.55 -2.91 -2.16
H -0.29 -0.12 5.45
H -2.31 1.38 4.51
*
```

Computed properties:
E_LUMO (alpha / beta), eV: -3.84 / -5.46
E_tot, Eh: -2022.83535
Max |F|, hartree/bohr: 0.0106

Results of the Löwdin charge analysis, in e, for atoms 1 through 5: atom 1 (Rh): 1.3913, atom 2 (C): -0.0598, atom 3 (C): -0.0613, atom 4 (C): -0.0103, atom 5 (C): -0.1544



(2)
DFT (ωB97M-V/def2-TZVPD) results for a molecular structure, C44H30CsN9O10 in a non-equilibrium geometry.

ORCA input file:
```
! wB97M-V def2-TZVPD RIJCOSX def2/J DEFGRID3
* xyz -2 1
Cs 0.19 0.11 0.34
C -0.10 5.02 1.45
C 0.86 5.35 2.46
C 1.42 4.36 3.28
C 1.26 3.00 2.88
N 0.46 2.73 1.88
C -0.31 3.65 1.38
C 1.92 1.93 3.55
C 2.34 2.23 4.90
C 3.15 1.29 5.47
C 3.36 0.03 4.84
C 2.83 -0.22 3.61
N 2.03 0.73 2.99
C 3.15 -1.41 2.85
C 4.33 -2.13 3.23
C 4.49 -3.40 2.72
C 3.57 -3.96 1.78
C 2.48 -3.10 1.44
N 2.25 -1.89 1.97
H -0.67 5.73 0.85
H 1.00 6.40 2.60
H 2.04 4.66 4.08
H -1.20 3.33 0.83
H 2.33 3.28 5.24
H 3.56 1.46 6.49
H 3.80 -0.75 5.38
H 4.99 -1.78 4.00
H 5.44 -3.83 2.87
H 3.64 -4.94 1.31
H 1.68 -3.46 0.79
O 8.93 0.10 0.04
C 8.44 0.00 -1.22
O 9.10 -0.03 -2.25
C 6.93 -0.13 -1.18
C 6.09 0.32 -0.20
C 4.68 0.30 -0.42
C 4.14 -0.04 -1.69
C 5.06 -0.63 -2.64
C 6.38 -0.76 -2.35
N 2.78 0.07 -1.93
C 2.41 0.67 -2.99
C 1.02 1.03 -3.46
C 0.80 2.00 -4.46
C -0.52 2.23 -4.94
C -1.58 1.66 -4.28
C -1.27 0.78 -3.20
N -0.05 0.61 -2.78
H 9.79 0.54 0.09
H 6.42 0.58 0.80
H 3.94 0.57 0.41
H 4.59 -1.06 -3.57
H 7.13 -1.31 -3.02
H 3.22 0.99 -3.74
H 1.70 2.48 -4.89
H -0.71 2.58 -5.93
H -2.58 1.82 -4.55
H -2.08 0.45 -2.63
O -0.61 -3.11 -0.19
C -1.61 -3.45 0.56
C -1.36 -4.01 1.82
C -2.41 -3.89 2.75
C -3.70 -3.64 2.32
C -3.99 -3.24 1.03
C -2.96 -3.14 0.10
C -3.28 -3.11 -1.35
N -4.41 -2.63 -1.92
C -4.22 -2.76 -3.27
C -2.93 -3.30 -3.56
N -2.37 -3.49 -2.34
H -0.36 -4.25 2.13
H -2.20 -4.21 3.79
H -4.46 -3.67 3.03
H -5.09 -3.09 0.79
H -5.05 -2.47 -3.98
H -2.47 -3.62 -4.52
H -1.39 -3.69 -2.13
O -2.43 1.90 0.02
C -3.08 0.88 -0.41
O -2.76 -0.28 -0.66
C -4.48 1.31 -0.65
C -5.20 2.31 -0.02
C -6.60 2.24 -0.16
C -7.36 1.37 -0.98
C -6.59 0.69 -1.84
C -5.16 0.85 -1.94
O -4.60 0.77 -2.99
N -7.23 -0.32 -2.66
O -8.25 -0.78 -2.18
O -6.72 -0.62 -3.75
N -7.39 3.06 0.72
O -8.60 2.84 0.95
O -6.70 4.04 1.23
H -4.62 3.04 0.55
H -8.41 1.21 -0.77
*
```

Computed properties:
E_LUMO, eV: 2.68
E_tot, Eh: -2959.88841
Energy above the lowest of the compared OMol25 structures with the same formula, charge and spin, kcal per mole: 70.8
Max |F|, hartree/bohr: 0.0652

Results of the Löwdin charge analysis, in e, for atoms 1 through 5: atom 1 (Cs): 0.9778, atom 2 (C): -0.0151, atom 3 (C): -0.0559, atom 4 (C): -0.0166, atom 5 (C): -0.2499